A structure of composition C8H18AlN2NiO4, computed with ωB97M-V/def2-TZVPD.

Properties
Frontier orbital gap (alpha / beta)   7.58 / 6.01 eV
HOMO energy (alpha / beta)   -12.557 / -12.544 eV
Total charge   +1
Spin multiplicity   3
LUMO level (alpha / beta)   -4.9811 / -6.5298 eV

Each line ends with the Mulliken charge.
Positions of all 34 atoms, in Å:
C (-0.766, -2.247, 1.982)  -1.19
C (-1.202, -2.285, 0.517)  -0.12
N (-0.105, -2.358, -0.406)  0.03
Al (0.255, -0.922, -1.724)  0.14
C (0.227, 0.818, -0.779)  0.66
C (1.327, 1.124, 0.230)  -0.75
O (1.017, 2.202, 1.112)  -0.37
C (0.137, 1.900, 2.113)  0.53
O (0.248, 0.917, 2.788)  -0.53
C (-0.952, 2.929, 2.256)  -0.41
C (-2.199, 2.554, 1.434)  -0.72
C (1.995, -1.235, -2.599)  -0.58
O (1.687, -1.596, -3.956)  -0.18
N (2.714, -2.323, -4.645)  0.29
O (3.782, -2.119, -4.235)  -0.29
H (-1.567, -1.854, 2.608)  0.34
H (-0.510, -3.251, 2.328)  0.38
H (0.116, -1.616, 2.118)  0.33
H (-1.859, -1.452, 0.244)  0.16
H (-1.810, -3.198, 0.360)  0.32
H (0.718, -2.702, 0.095)  0.34
H (-0.982, -0.788, -2.773)  -0.34
H (0.322, 1.580, -1.603)  0.33
H (-0.752, 0.954, -0.242)  -0.49
H (2.226, 1.435, -0.303)  0.28
H (1.596, 0.230, 0.800)  0.40
H (-0.573, 3.902, 1.942)  0.32
H (-1.207, 2.991, 3.315)  0.36
H (-2.146, 3.004, 0.433)  0.10
H (-3.104, 2.932, 1.907)  0.38
H (-2.287, 1.471, 1.304)  0.14
H (2.591, -0.311, -2.582)  0.34
H (2.615, -2.013, -2.135)  0.40
Ni (-1.549, 1.328, -1.905)  0.39

***

An isolated molecule of C3H3N3O, computed with ωB97M-V/def2-TZVPD.

Properties
Frontier orbital gap   10.73 eV
SMILES   O=Cn1cnnc1
HOMO energy   -10.692 eV
Spin multiplicity   1
Energy above the lowest of the compared OMol25 structures with the same formula, charge and spin   25.51 kcal per mole
LUMO level   0.0401 eV

Each line ends with the Mulliken charge.
Positions of all 10 atoms, in Å:
C (1.512, 0.308, 0.049)  0.17
C (-0.425, -1.176, 0.011)  0.05
C (-0.940, 0.925, -0.053)  -0.04
H (1.778, 1.406, 0.305)  0.26
H (0.198, -2.108, 0.030)  0.36
H (-0.820, 1.967, -0.182)  0.39
N (0.131, 0.069, -0.008)  0.06
N (-1.730, -1.110, -0.008)  -0.44
N (-2.048, 0.257, -0.038)  -0.37
O (2.344, -0.538, -0.105)  -0.44

***

A cluster of 2 separate species, C6H12O in total, computed with ωB97M-V/def2-TZVPD.

Properties
Frontier orbital gap   7.56 eV
SMILES   C=CC(=C)CC.O
HOMO energy   -7.916 eV
Spin multiplicity   1
Energy above the lowest of the compared OMol25 structures with the same formula, charge and spin   120.08 kcal per mole
LUMO level   -0.3536 eV

Each line ends with the Mulliken charge.
Positions of all 19 atoms, in Å:
C (-0.211, 2.237, 1.267)  -1.04
C (-0.219, 0.739, 1.848)  -0.95
C (-0.215, -0.308, 0.782)  0.88
C (-1.210, -0.328, -0.101)  -0.92
C (1.005, -2.275, -0.138)  -0.92
C (1.012, -0.922, 0.471)  -0.25
H (-1.245, 2.517, 1.174)  0.31
H (0.557, 2.244, 0.484)  0.32
H (0.202, 2.928, 2.018)  0.33
H (-1.158, 0.622, 2.379)  0.35
H (0.651, 0.654, 2.365)  0.45
H (-1.374, -1.351, -0.473)  0.36
H (-2.255, 0.323, -0.179)  0.22
H (1.678, -2.704, -0.914)  0.26
H (0.480, -3.125, 0.342)  0.28
H (2.018, -0.663, 0.851)  0.34
H (-0.028, 0.466, -3.725)  0.31
H (0.403, -0.890, -3.992)  0.32
O (-0.092, -0.163, -4.458)  -0.64

***

A cluster of 2 separate species, C4H11N3O2 in total, computed with ωB97M-V/def2-TZVPD.

Properties
Frontier orbital gap   9.91 eV
SMILES   CN=C(N)N.CC(=O)O
HOMO energy   -9.187 eV
Spin multiplicity   1
Energy above the lowest of the compared OMol25 structures with the same formula, charge and spin   54.37 kcal per mole
LUMO level   0.7251 eV

Each line ends with the Mulliken charge.
Positions of all 20 atoms, in Å:
C (2.233, 2.619, 0.481)  -0.94
C (1.032, 1.957, 1.129)  0.70
O (1.328, 0.709, 1.293)  -0.56
O (-0.029, 2.444, 1.027)  -0.66
H (2.282, 3.613, 0.671)  0.36
H (1.971, 2.420, -0.760)  0.17
H (3.119, 2.235, 0.864)  0.36
C (0.010, -2.611, 0.240)  -1.04
C (-1.230, -0.738, -0.598)  0.58
N (-0.397, -1.241, 0.216)  -0.45
N (-1.394, 0.592, -0.737)  -0.27
N (-2.027, -1.491, -1.544)  -0.48
H (0.718, -0.260, 1.112)  0.47
H (-0.898, -3.168, 0.481)  0.39
H (0.663, -2.732, 1.169)  0.28
H (-0.984, 1.149, -0.008)  0.19
H (-1.972, 1.040, -1.370)  0.15
H (-2.353, -2.409, -1.239)  0.23
H (-2.741, -1.003, -1.953)  0.22
H (0.669, -3.123, -0.473)  0.31

***

A structure of composition B2H24NiO8, computed with ωB97M-V/def2-TZVPD.

Properties
Frontier orbital gap (alpha / beta)   9.48 / 8.79 eV
HOMO energy (alpha / beta)   -10.118 / -10.164 eV
Spin multiplicity   3
Energy above the lowest of the compared OMol25 structures with the same formula, charge and spin   1.05 kcal per mole
LUMO level (alpha / beta)   -0.6421 / -1.3717 eV

Each line ends with the Mulliken charge.
Positions of all 35 atoms, in Å:
Ni (1.022, 1.657, -0.390)  -0.04
B (1.979, 1.426, -2.472)  0.35
H (0.826, 1.558, -2.442)  -0.13
H (2.225, 0.458, -1.884)  -0.19
H (2.353, 1.343, -3.556)  -0.15
H (2.511, 2.282, -1.872)  -0.27
B (-0.157, -0.222, -0.219)  0.24
H (0.918, -0.220, 0.135)  -0.19
H (-0.730, -1.178, 0.041)  0.12
H (-0.731, 0.680, 0.219)  0.04
H (-0.300, -0.122, -1.358)  -0.04
O (0.615, -2.960, -1.106)  -0.68
H (0.212, -2.101, -0.867)  0.06
H (0.882, -2.858, -2.025)  0.29
O (-3.716, -2.853, 0.629)  -0.67
H (-3.028, -2.399, 1.168)  0.43
H (-4.344, -3.199, 1.271)  0.30
O (-2.060, -1.334, 2.150)  -0.77
H (-1.304, -1.006, 1.618)  0.36
H (-2.618, -0.558, 2.282)  0.38
O (2.971, 1.107, 0.250)  -0.45
H (3.332, 0.522, 0.933)  0.29
H (3.680, 1.221, -0.401)  0.31
O (-3.240, 0.092, -0.492)  -0.70
H (-2.271, 0.063, -0.391)  0.45
H (-3.559, -0.762, -0.159)  0.33
O (1.754, -1.531, 2.314)  -0.66
H (1.462, -1.265, 1.433)  0.42
H (1.872, -2.485, 2.247)  0.32
O (-0.609, 2.779, -0.988)  -0.45
H (-0.749, 3.672, -0.648)  0.27
H (-1.330, 2.625, -1.613)  0.31
O (0.645, 1.976, 1.696)  -0.52
H (1.498, 1.895, 2.147)  0.33
H (-0.011, 1.700, 2.348)  0.31

***

A structure of composition C56H51F15GeN8O7S2Ta, computed with ωB97M-V/def2-TZVPD.

Properties
Frontier orbital gap   6.02 eV
HOMO energy   -10.217 eV
Total charge   +1
Spin multiplicity   1
LUMO level   -4.1965 eV

Each line ends with the Mulliken charge.
Positions of all 141 atoms, in Å:
Ta (-0.011, -0.380, -0.265)  0.41
C (1.145, -1.810, 3.587)  -0.10
O (1.175, -0.709, 2.699)  1.16
C (2.020, 0.320, 2.980)  0.80
C (2.931, 0.298, 4.031)  -1.25
C (3.832, 1.331, 4.221)  -0.78
C (3.817, 2.430, 3.376)  -1.20
C (2.886, 2.495, 2.365)  -0.58
C (1.979, 1.452, 2.132)  0.16
N (1.060, 1.545, 1.081)  0.96
N (1.022, 2.690, 0.542)  -0.81
C (0.126, 3.120, -0.347)  -0.94
C (-1.092, 2.430, -0.598)  1.32
O (-1.228, 1.190, -0.224)  1.08
C (-2.153, 3.148, -1.204)  -0.99
C (-1.964, 4.411, -1.690)  -0.68
C (-0.702, 5.059, -1.615)  0.63
C (-0.455, 6.311, -2.211)  -1.00
C (0.781, 6.898, -2.119)  -0.68
C (1.810, 6.271, -1.410)  -0.77
C (1.598, 5.052, -0.817)  -0.70
C (0.351, 4.420, -0.916)  1.05
H (0.733, -1.518, 4.554)  0.62
H (2.132, -2.257, 3.718)  -0.09
H (0.474, -2.530, 3.128)  -0.95
H (2.943, -0.526, 4.723)  0.56
H (4.549, 1.272, 5.024)  0.50
H (4.519, 3.236, 3.517)  0.44
H (2.841, 3.358, 1.719)  0.52
H (-3.106, 2.647, -1.304)  0.54
H (-2.790, 4.922, -2.167)  0.45
H (-1.249, 6.799, -2.755)  0.48
H (0.973, 7.843, -2.602)  0.42
H (2.781, 6.735, -1.339)  0.44
H (2.390, 4.544, -0.291)  0.34
C (-3.051, -2.947, -2.729)  -2.22
C (-1.873, -2.454, -1.960)  -0.45
N (-1.935, -1.653, -0.944)  1.13
O (-3.135, -1.023, -0.678)  -0.44
C (-0.552, -2.825, -2.385)  1.17
C (-0.337, -3.863, -3.444)  -2.55
N (0.417, -2.104, -1.881)  0.73
O (1.627, -2.297, -2.248)  -0.66
H (-3.986, -2.602, -2.297)  0.31
H (-3.047, -4.036, -2.751)  0.55
H (-2.992, -2.593, -3.758)  0.44
H (-3.428, -0.612, -1.561)  0.29
H (-0.831, -4.797, -3.191)  0.54
H (0.727, -4.044, -3.577)  0.24
H (-0.741, -3.521, -4.394)  0.57
C (-4.183, 0.033, 5.251)  -0.87
C (-4.202, 1.486, 4.787)  -0.44
C (-4.664, 1.677, 3.340)  -1.12
C (-3.702, 1.101, 2.298)  0.01
N (-3.932, -0.313, 2.103)  0.18
C (-3.020, -1.249, 1.891)  -0.31
S (-1.338, -0.879, 2.067)  0.20
N (-3.421, -2.498, 1.706)  0.11
C (-2.586, -3.673, 1.599)  0.30
C (-3.058, -4.752, 2.574)  -1.18
C (-2.768, -4.394, 4.036)  0.06
C (-1.364, -4.806, 4.467)  -1.05
H (-3.922, -0.005, 6.306)  0.42
H (-3.450, -0.550, 4.696)  0.05
H (-5.165, -0.422, 5.132)  0.28
H (-3.204, 1.914, 4.900)  0.27
H (-4.877, 2.052, 5.434)  0.39
H (-4.763, 2.748, 3.156)  0.39
H (-5.654, 1.231, 3.209)  0.38
H (-2.668, 1.240, 2.618)  0.21
H (-3.836, 1.616, 1.340)  -0.08
H (-4.904, -0.569, 1.991)  0.32
H (-4.416, -2.674, 1.636)  0.37
H (-1.562, -3.376, 1.822)  -0.60
H (-2.633, -4.058, 0.577)  -0.05
H (-2.557, -5.686, 2.317)  0.47
H (-4.130, -4.904, 2.431)  0.43
H (-3.488, -4.902, 4.680)  0.42
H (-2.897, -3.318, 4.181)  -0.17
H (-1.254, -5.887, 4.423)  0.39
H (-1.174, -4.488, 5.489)  0.39
H (-0.606, -4.358, 3.827)  0.04
C (0.805, -0.805, -5.423)  -1.61
C (1.200, 0.654, -5.220)  -1.35
C (0.117, 1.450, -4.454)  2.65
C (0.500, 2.947, -4.323)  -1.08
C (1.902, 3.224, -3.802)  -1.22
C (-1.133, 1.433, -5.326)  -0.76
O (-1.147, 1.862, -6.449)  -0.61
N (-2.276, 0.919, -4.756)  0.11
C (-2.370, 0.362, -3.501)  -0.26
O (-3.454, -0.051, -3.092)  -0.82
N (-1.262, 0.291, -2.746)  0.98
C (-0.107, 0.845, -3.084)  -0.70
O (0.790, 0.850, -2.218)  -0.05
H (1.533, -1.300, -6.062)  0.61
H (-0.172, -0.889, -5.899)  0.28
H (0.781, -1.325, -4.469)  0.43
H (1.324, 1.141, -6.190)  0.43
H (2.140, 0.697, -4.670)  0.58
H (-0.236, 3.417, -3.664)  0.17
H (0.388, 3.385, -5.317)  0.74
H (2.106, 2.649, -2.902)  0.04
H (1.982, 4.282, -3.562)  0.38
H (2.652, 2.987, -4.551)  0.45
H (-3.119, 0.941, -5.322)  0.34
F (0.485, -3.369, 0.436)  1.42
C (1.016, -4.375, -0.337)  0.40
C (2.313, -4.223, -0.777)  -1.19
C (2.854, -5.207, -1.579)  0.58
F (4.104, -5.045, -2.016)  -0.31
C (2.123, -6.331, -1.944)  0.21
F (2.643, -7.258, -2.741)  -0.33
C (0.820, -6.469, -1.470)  0.42
F (0.098, -7.540, -1.787)  -0.36
C (0.254, -5.479, -0.669)  -0.42
F (-1.017, -5.596, -0.263)  -0.34
Ge (3.330, -2.564, -0.332)  2.70
S (2.380, -0.644, 0.070)  -0.81
C (4.938, -2.200, -1.444)  0.21
C (6.149, -2.779, -1.111)  0.16
F (6.154, -3.737, -0.172)  -0.34
C (7.341, -2.396, -1.713)  0.19
F (8.494, -2.949, -1.346)  -0.29
C (7.319, -1.411, -2.702)  0.50
F (8.448, -1.032, -3.288)  -0.29
C (6.107, -0.836, -3.076)  -0.40
F (6.066, 0.093, -4.033)  -0.29
C (4.938, -1.227, -2.429)  -0.48
F (3.790, -0.645, -2.770)  0.38
C (4.053, -3.011, 1.504)  -0.68
C (3.692, -4.106, 2.265)  -0.05
F (2.832, -5.006, 1.760)  -0.31
C (4.173, -4.310, 3.554)  0.19
F (3.802, -5.385, 4.250)  -0.33
C (5.022, -3.362, 4.118)  0.72
F (5.455, -3.517, 5.364)  -0.32
C (5.387, -2.233, 3.385)  0.14
F (6.164, -1.300, 3.934)  -0.38
C (4.907, -2.094, 2.090)  0.31
F (5.273, -1.034, 1.354)  -0.56

***

A structure of composition C18H33AsBeBrCl2CsF6N2NaO14S, computed with ωB97M-V/def2-TZVPD.

Properties
Frontier orbital gap   3.11 eV
HOMO energy   -4.493 eV
Total charge   -1
Spin multiplicity   1
LUMO level   -1.3778 eV

Each line ends with the Mulliken charge.
Positions of all 81 atoms, in Å:
C (-1.679, 7.120, 0.433)  -1.42
C (-2.075, 5.752, 1.247)  0.29
C (-2.558, 4.503, 0.259)  -0.90
C (-1.335, 3.500, -0.182)  1.23
C (-0.620, 4.076, -1.574)  -1.10
C (-1.851, 1.963, -0.576)  -0.23
C (-0.627, 0.892, -0.953)  -0.69
C (-1.004, -0.649, -1.366)  -0.10
C (0.271, -1.669, -1.679)  0.04
O (0.217, -2.594, -2.674)  -0.52
O (1.502, -1.529, -0.860)  -0.14
C (1.371, -2.321, 0.407)  -0.43
C (0.493, -1.543, 1.553)  0.44
O (0.643, -2.071, 2.919)  -0.36
C (-0.598, -1.590, 3.614)  0.23
O (-0.606, -0.701, 4.610)  -0.54
C (-2.586, -1.079, -1.403)  -0.11
C (-3.687, 0.092, -1.009)  -0.37
N (-3.304, 1.529, -0.608)  0.02
H (-1.102, 6.941, -0.576)  0.51
H (-2.593, 7.829, 0.193)  0.25
H (-0.923, 7.721, 1.133)  0.16
H (-1.158, 5.438, 1.929)  -0.11
H (-2.937, 6.055, 2.008)  0.35
H (-3.394, 3.927, 0.886)  0.31
H (-3.075, 4.953, -0.703)  0.31
H (-0.513, 3.429, 0.673)  -0.33
H (0.540, 3.926, -1.492)  0.23
H (-1.012, 3.390, -2.468)  0.32
H (-0.955, 5.167, -1.839)  0.30
H (0.496, 1.268, -0.892)  0.73
H (2.441, -2.508, 0.846)  0.22
H (0.932, -3.361, 0.078)  0.37
H (0.680, -0.390, 1.453)  -0.33
H (-0.652, -1.709, 1.261)  0.13
H (-1.649, -1.981, 3.216)  0.52
H (-2.840, -2.185, -1.689)  0.66
H (-4.829, -0.251, -1.007)  0.06
H (-4.086, 2.202, -0.350)  0.27
F (0.500, 6.310, 3.838)  -0.54
As (1.286, 4.764, 4.379)  2.02
F (2.210, 5.676, 5.649)  -0.51
F (2.639, 5.038, 3.197)  -0.50
F (2.071, 3.217, 4.919)  -0.50
F (0.361, 3.851, 3.108)  -0.51
F (-0.067, 4.489, 5.560)  -0.49
Be (-5.023, -1.489, -2.729)  0.33
Br (-3.265, -1.310, -4.706)  -0.55
O (-3.277, -3.795, -0.270)  -0.53
S (-2.665, -4.438, 0.908)  1.13
O (-2.310, -3.408, 1.901)  -0.42
O (-1.449, -5.162, 0.495)  -0.55
O (-3.624, -5.386, 1.504)  -0.43
Na (0.790, 1.030, 1.809)  0.95
C (4.725, -2.073, -1.190)  -1.13
C (5.869, -1.250, -1.779)  0.42
C (7.109, -2.094, -2.156)  -0.75
O (7.906, -2.502, -1.040)  -0.40
C (7.410, -3.639, -0.350)  -0.63
N (6.217, -0.174, -0.838)  -0.70
H (4.901, -2.357, -0.150)  0.19
H (3.794, -1.496, -1.207)  0.16
H (4.559, -2.987, -1.770)  0.34
H (5.493, -0.790, -2.701)  0.40
H (7.765, -1.469, -2.773)  0.36
H (6.835, -2.958, -2.774)  0.41
H (6.928, -4.354, -1.022)  0.30
H (6.721, -3.327, 0.436)  0.23
H (8.256, -4.135, 0.135)  0.25
H (6.907, 0.435, -1.279)  0.27
H (6.733, -0.602, -0.064)  0.30
Cl (-2.851, -1.342, 2.250)  -0.24
O (-7.838, -1.762, -4.428)  -0.55
H (-7.800, -1.918, -5.384)  0.30
H (-8.787, -1.759, -4.229)  0.29
Cs (-2.222, 9.565, 1.110)  1.01
O (-5.552, -8.016, 0.281)  -0.69
Cl (-4.429, -7.988, -0.636)  1.70
O (-4.799, -8.648, -1.873)  -0.68
O (-3.301, -8.677, -0.039)  -0.68
O (-4.064, -6.612, -0.912)  -0.61

***

An isolated molecule of C4H4ClIN2, computed with ωB97M-V/def2-TZVPD.

Properties
Frontier orbital gap   6.17 eV
HOMO energy   -7.774 eV
Spin multiplicity   1
Energy above the lowest of the compared OMol25 structures with the same formula, charge and spin   97.98 kcal per mole
LUMO level   -1.6025 eV

Each line ends with the Mulliken charge.
Positions of all 12 atoms, in Å:
C (1.170, -1.591, -0.745)  -0.12
C (0.753, -1.514, 0.515)  -0.08
C (-0.219, 0.339, 0.084)  0.50
C (-1.038, 1.264, 0.949)  -1.05
N (0.836, -0.704, -1.678)  -0.67
N (0.134, 0.292, -1.126)  0.06
Cl (1.031, -2.136, 2.016)  -0.15
I (-0.429, 1.754, -2.643)  0.19
H (1.916, -2.220, -1.057)  0.49
H (-0.885, 2.423, 1.126)  0.29
H (-2.152, 1.234, 0.608)  0.26
H (-1.118, 0.859, 1.949)  0.29